No. 1
This record from the OMol25 dataset describes a 7-piece molecular cluster, C20H56BF4N4O8 overall. The level of theory is ωB97M-V with the def2-TZVPD basis set.

The value obtained for the max |F| is 6.2 eV/Å. As for the HOMO energy: -6.021 eV. As for the charge: -1. The value obtained for the total energy is -55537.7851 eV. The HOMO-LUMO gap is 8.5 eV.

```
93
Properties=species:S:1:pos:R:3:forces:R:3
B 0.3402 0.0939 0.2364 -0.5 -1.2 1.6
F 0.6607 0.2344 1.6190 -0.1 -1.0 0.7
F 1.0022 1.0661 -0.3354 2.6 2.5 -2.6
F 0.6807 -1.1501 -0.3116 -0.2 -0.2 0.3
F -0.9967 0.3619 0.0927 -1.9 -0.4 0.0
C 3.2083 1.1061 4.3683 -1.5 0.2 1.2
C 2.6590 1.8386 5.6096 6.2 0.0 -0.6
O 1.3761 2.0336 5.5867 -5.4 0.0 0.1
O 2.5333 -0.1765 4.4406 1.1 0.7 -0.8
H 4.2924 1.0513 4.4671 -0.1 -0.5 -0.2
H 2.9374 1.7125 3.5040 0.0 -0.4 -0.5
H 3.1365 2.8180 5.6404 0.6 0.3 0.2
H 3.0803 1.2188 6.4010 -0.5 0.1 0.7
H 0.9443 1.6853 6.3702 -0.1 0.0 -0.1
H 1.6189 0.1058 4.3646 -0.5 -0.4 -0.2
C -3.9026 0.9589 3.8583 2.2 -0.3 0.2
C -2.9685 0.8714 2.6510 -0.5 -1.2 -0.4
O -2.1063 -0.2701 2.7637 -0.4 0.2 1.2
O -3.0851 1.3616 4.9785 -0.8 0.3 0.1
H -4.2510 -0.0557 4.0517 -0.5 0.0 -0.1
H -4.7109 1.6772 3.7212 0.1 -0.1 0.0
H -2.3393 1.7586 2.5804 -0.4 0.3 -0.4
H -3.5782 0.6191 1.7835 -0.1 0.9 -0.5
H -1.4023 -0.1643 2.1197 0.3 0.1 -0.2
H -2.2213 0.9740 4.8195 0.2 -0.2 0.0
C 1.9836 4.1000 1.9168 -0.6 1.1 0.2
C 0.4646 4.1085 1.7054 -0.3 -0.4 -1.0
C -0.1704 5.5013 1.9277 0.7 -1.1 -0.2
O -1.4772 5.4565 1.4334 -1.5 -0.1 0.4
C -2.5277 5.0776 2.3340 -0.5 0.9 -0.3
N 0.2268 3.7007 0.3145 0.4 0.8 -0.6
H 2.2059 4.3084 2.9633 0.3 -0.6 0.2
H 2.3677 4.9771 1.3959 0.0 0.2 -0.2
H 2.5309 3.2690 1.4718 -0.4 -0.3 0.4
H -0.1174 3.3813 2.2715 0.4 0.0 1.1
H 0.3855 6.2396 1.3498 -0.1 0.0 -0.3
H -0.1494 5.8510 2.9599 0.0 -0.3 0.4
H -3.3866 5.6813 2.0406 0.0 0.4 0.1
H -2.3207 5.2731 3.3861 0.4 0.2 0.0
H -2.9817 4.0873 2.2999 1.0 -0.7 -0.5
H -0.7464 3.6797 0.0449 -0.1 0.1 0.3
H 0.6053 2.7807 0.1397 0.0 0.0 0.1
C -5.6062 -6.1544 -1.4003 0.3 0.7 -0.1
C -4.2125 -5.4919 -1.2518 -0.6 0.0 -0.9
C -4.3060 -3.9070 -1.4414 0.2 -2.2 -0.8
O -3.0349 -3.3784 -1.7613 -0.7 0.2 0.7
C -2.2500 -2.8416 -0.7051 1.2 -0.4 -0.2
N -3.5450 -5.8215 -0.0306 0.2 0.1 1.2
H -6.3268 -5.5936 -0.8050 -0.3 0.0 -0.1
H -5.7085 -7.2077 -1.1389 0.6 0.1 0.3
H -5.8644 -6.1015 -2.4580 -0.3 0.2 0.0
H -3.5541 -6.0029 -1.9543 -0.2 0.6 -0.9
H -4.8071 -3.5778 -0.5311 0.4 0.6 0.3
H -4.9752 -3.6599 -2.2656 0.0 0.0 -0.1
H -2.3785 -1.7790 -0.4988 -0.4 0.0 -0.1
H -1.2208 -2.9721 -1.0395 0.1 0.3 -0.1
H -2.2568 -3.4266 0.2146 -0.6 0.0 0.2
H -3.8134 -5.1345 0.6593 -0.1 -0.1 0.6
H -2.5587 -5.6552 -0.1705 0.2 -0.1 0.1
C 4.7913 -2.5339 1.6853 0.1 2.3 0.0
C 3.5060 -1.9371 0.9589 1.0 -0.5 2.5
C 3.5426 -2.2402 -0.5188 0.4 -0.3 1.2
O 4.5425 -1.4553 -1.2104 -0.2 -1.3 0.7
C 3.9036 -0.3215 -1.6823 -0.5 1.1 -0.6
N 2.4195 -2.6189 1.6783 -0.8 -0.8 -0.8
H 4.8231 -3.6152 1.8188 -0.3 0.1 -0.5
H 4.8619 -2.0964 2.6812 -0.6 -0.2 0.4
H 5.7243 -2.1227 1.2997 0.2 -0.4 -0.8
H 3.3167 -0.8864 1.1790 0.9 0.4 -0.3
H 2.5255 -2.1309 -0.8951 0.3 0.1 -0.6
H 3.8105 -3.2921 -0.4195 0.3 -0.2 -1.3
H 3.2063 -0.6398 -2.4572 -0.7 0.3 0.1
H 4.5198 0.4257 -2.1826 0.9 -0.5 0.0
H 3.4533 0.2562 -0.8750 -0.6 -0.2 0.0
H 1.9311 -1.9824 2.2919 0.3 0.3 0.2
H 1.7079 -2.8279 0.9927 -0.4 -0.2 -0.1
C 0.4309 -0.7718 -7.9149 0.1 0.5 2.0
C 0.1578 0.4681 -6.9673 1.9 -0.7 -1.2
C 0.8464 0.3671 -5.4934 -1.8 1.4 -1.6
O 0.3049 1.4920 -4.7855 0.1 -0.4 1.0
C 0.6651 1.4916 -3.3640 -0.4 -2.5 -1.1
N 0.5647 1.7193 -7.6273 0.1 0.7 0.4
H 1.4669 -0.8341 -8.2479 -0.1 0.0 -0.2
H -0.3061 -0.7662 -8.7180 0.3 0.0 -0.1
H 0.2157 -1.6011 -7.2412 0.0 -0.6 -0.4
H -0.9280 0.3756 -6.9440 -0.1 0.8 1.0
H 1.9326 0.4422 -5.4426 0.3 0.0 -0.7
H 0.6099 -0.6246 -5.1078 -0.5 0.0 0.5
H 1.7181 1.2214 -3.2843 0.5 1.4 0.3
H 0.2982 0.5586 -2.9363 -0.7 -0.2 0.1
H 0.1860 2.2567 -2.7531 0.7 0.5 -0.6
H 0.3033 1.8829 -8.5891 -0.8 -0.6 0.0
H 1.5653 1.8435 -7.6864 0.3 -0.3 0.6
```
Positions in Å, forces in eV/Å.

***

No. 2
This record from the OMol25 dataset describes a 5-piece molecular cluster, C20H56BrN4O4 overall. The level of theory is ωB97M-V with the def2-TZVPD basis set.

The value obtained for the max |F| is 1.1 eV/Å. As for the HOMO energy: -15.815 eV. As for the charge: +3. The value obtained for the total energy is -105816.9679 eV. The HOMO-LUMO gap is 9.5 eV.

```
85
Properties=species:S:1:pos:R:3:forces:R:3
C 3.5299 -0.4974 -0.4690 0.0 0.0 0.0
N 4.0287 0.3785 -1.5724 0.2 -0.5 0.3
C 5.3607 0.9200 -1.1363 -0.2 0.3 -0.8
C 4.2092 -0.4641 -2.8075 0.4 0.2 0.5
C 3.1127 1.5327 -1.8135 0.1 1.0 0.0
C 1.6570 1.2185 -2.0509 -0.4 0.0 -0.1
O 1.5287 0.5922 -3.3301 0.0 -0.2 0.3
H 2.5496 -0.8941 -0.7098 -0.1 0.1 0.0
H 3.4825 0.0922 0.4431 -0.1 0.0 0.0
H 4.2309 -1.3176 -0.3338 0.1 0.0 0.0
H 5.1982 1.5386 -0.2614 0.2 -0.2 0.2
H 5.7493 1.5506 -1.9361 0.0 0.0 0.0
H 6.0366 0.0859 -0.9847 0.0 0.0 0.3
H 3.3031 -1.0369 -2.9400 -0.1 0.0 -0.3
H 5.0708 -1.1030 -2.6231 -0.1 -0.2 0.0
H 4.4409 0.1922 -3.6394 -0.2 0.0 -0.1
H 3.5219 2.1000 -2.6522 0.0 -0.3 -0.2
H 3.2397 2.2247 -0.9767 -0.3 -0.3 0.2
H 1.0968 2.1574 -2.0196 0.2 0.1 0.0
H 1.2100 0.6182 -1.2458 0.2 -0.1 -0.2
H 0.7100 0.8683 -3.7512 0.0 0.1 0.0
C -5.0820 2.8956 0.4468 0.0 -0.3 0.5
N -4.4099 2.2222 -0.6926 0.4 0.0 -0.2
C -4.4061 0.7433 -0.4820 0.5 0.0 0.0
C -5.1491 2.5464 -1.9626 -0.1 0.1 0.4
C -2.9719 2.6689 -0.8722 0.2 0.5 -0.4
C -2.1582 3.0868 0.3705 0.0 -0.1 -0.1
O -0.7913 2.7926 0.1674 -0.1 0.2 0.1
H -6.0428 2.4169 0.6205 -0.2 0.3 -0.3
H -5.1640 3.9606 0.2601 -0.1 0.0 0.0
H -4.5060 2.7166 1.3476 0.1 0.1 0.0
H -3.6375 0.4838 0.2484 -0.2 0.1 0.1
H -4.1022 0.2961 -1.4260 -0.3 -0.1 0.0
H -5.3872 0.4211 -0.1502 -0.1 -0.1 -0.1
H -5.3057 3.6218 -1.9894 0.0 0.0 -0.1
H -6.1122 2.0439 -1.9347 0.0 -0.1 -0.1
H -4.5389 2.2406 -2.8054 -0.1 -0.2 -0.1
H -2.9963 3.5119 -1.5640 -0.1 0.0 0.1
H -2.4521 1.8718 -1.4009 0.0 -0.2 0.2
H -2.5240 2.6110 1.2796 0.0 -0.1 0.1
H -2.2429 4.1657 0.4903 0.0 0.0 0.1
H -0.6103 1.9340 0.5815 0.0 -0.4 -0.3
C 0.3845 -4.6843 -0.9808 0.3 -0.1 -0.3
N -0.8544 -4.3192 -1.7246 -0.1 -0.1 0.2
C -1.3233 -5.5162 -2.5075 -0.1 -0.1 -0.4
C -1.9140 -3.9852 -0.7250 -0.2 0.0 0.2
C -0.6455 -3.1016 -2.5801 -0.2 0.2 -0.1
C 0.4453 -3.2026 -3.6066 0.2 -0.3 -0.6
O 0.0606 -4.1538 -4.5879 0.1 0.1 0.3
H 0.8953 -3.7905 -0.6314 -0.3 0.1 0.3
H 1.0507 -5.2040 -1.6631 0.0 -0.1 0.0
H 0.1026 -5.3407 -0.1654 0.1 0.0 0.1
H -1.9135 -5.1938 -3.3599 -0.2 0.1 0.1
H -1.9146 -6.1422 -1.8479 0.1 -0.1 0.0
H -0.4790 -6.0620 -2.9087 0.1 0.0 0.1
H -1.5940 -3.1374 -0.1207 0.0 0.1 -0.1
H -2.0704 -4.8504 -0.0862 0.0 0.0 0.0
H -2.8420 -3.7776 -1.2532 0.0 0.1 0.0
H -0.4488 -2.2647 -1.9071 0.0 -0.1 0.1
H -1.5941 -2.9232 -3.0882 0.0 0.0 0.0
H 1.4078 -3.4699 -3.1557 0.0 0.0 0.1
H 0.5670 -2.2201 -4.0752 -0.1 0.1 0.2
H 0.7164 -4.1642 -5.2942 -0.1 -0.1 0.0
C 2.0040 0.2661 4.2106 0.0 -0.1 0.2
N 1.3307 1.5856 4.0549 0.1 0.1 -0.4
C 1.7939 2.5294 5.1134 0.2 0.3 0.2
C 1.7331 2.1595 2.7220 0.1 -0.3 0.5
C -0.1632 1.4558 4.0566 -0.9 0.6 -0.2
C -0.7705 0.5217 5.0799 0.4 -0.9 0.1
O -0.2142 0.7572 6.3601 0.1 0.2 -0.1
H 3.0472 0.4019 3.9390 0.0 -0.1 -0.1
H 1.5037 -0.4670 3.5821 0.1 0.1 -0.2
H 1.9476 -0.0384 5.2501 -0.1 0.0 0.0
H 2.8364 2.7942 4.9421 0.0 -0.2 0.0
H 1.6747 2.0628 6.0798 -0.1 0.0 0.1
H 1.2048 3.4408 5.0542 -0.1 0.0 0.0
H 1.2162 3.1072 2.6030 0.0 0.0 -0.2
H 1.4833 1.4252 1.9539 -0.1 0.2 0.0
H 2.8087 2.3099 2.7778 0.0 0.1 -0.2
H -0.4672 1.1595 3.0501 0.1 -0.5 0.1
H -0.5757 2.4640 4.1570 0.3 0.0 0.3
H -0.5853 -0.5182 4.7790 0.0 0.1 0.0
H -1.8553 0.6498 5.0716 0.0 0.2 0.0
H -0.2908 -0.0300 6.9098 -0.2 0.1 0.0
Br -0.3749 -0.5422 0.7998 0.1 0.1 -0.1
```
Positions in Å, forces in eV/Å.

***

Among the records above, which one has the lowest max |F|?
C20H56BrN4O4

***

Which formula does entry 2 have?
C20H56BrN4O4

***

Which value of charge does entry 2 give?
+3

***

Which formula does entry 1 have?
C20H56BF4N4O8